Record 1
19
Properties=species:S:1:pos:R:3:lowdin_charge:R:1 method="wB97M-V/def2-TZVPD" de_lowest_kcal_mol=68.8
C -1.1307 -0.4059 -1.4513 -0.09
N 0.6707 1.7092 0.2212 0.09
C -0.1922 0.8764 0.7899 -0.55
C 0.1811 -0.4370 -0.7150 -0.28
N -1.5157 1.1860 1.1049 0.14
N 1.5521 -0.5304 1.6362 0.06
C 0.2586 -0.4819 1.1253 -0.22
C 1.2661 -0.9516 -1.2909 0.00
H 0.2174 2.5681 -0.0929 0.04
H -2.0861 0.4601 1.5078 0.09
H -1.9029 2.0018 0.6773 0.09
H 1.9969 -1.4367 1.6283 0.09
H 2.1347 0.2339 1.3102 0.08
H -0.4730 -1.1651 1.5535 0.14
H -1.0031 -0.8109 -2.4550 0.07
H -1.9077 -0.9873 -0.9448 0.08
H -1.4886 0.6217 -1.5518 0.07
H 1.2095 -1.4018 -2.2698 0.05
H 2.2128 -1.0486 -0.7831 0.04



Record 2
12
Properties=species:S:1:pos:R:3:lowdin_charge:R:1 method="wB97M-V/def2-TZVPD" de_lowest_kcal_mol=161.2 smiles="C[NH2+]C#C[N+](=O)[O-]" total_charge=+1
C 0.4486 1.0170 -1.0399 0.17
C 0.3187 0.5593 0.0649 0.02
C -0.6036 -1.4697 1.0679 0.03
N 0.3434 1.7064 -2.3054 -0.43
N 0.3002 -0.2344 1.2252 0.03
O -0.4718 1.1707 -2.9452 0.18
O 0.8723 2.7505 -2.4430 0.19
H -0.2702 -1.8862 0.0723 0.12
H -0.3618 -2.2633 1.8033 0.12
H -1.6750 -1.1895 0.8716 0.13
H -0.0800 0.3893 2.0898 0.27
H 1.1792 -0.5501 1.5384 0.16



Record 3
103
Properties=species:S:1:pos:R:3:lowdin_charge:R:1 method="wB97M-V/def2-TZVPD" de_lowest_kcal_mol=17.5
Li 56.8000 42.8420 38.0840 0.80
Li 53.5760 47.5040 38.2960 0.70
S 56.0340 46.0560 37.6860 0.33
O 55.3700 46.2240 36.4040 -0.32
O 57.1970 46.9160 37.7000 -0.32
O 55.0420 46.5470 38.6850 -0.41
O 56.3450 44.6910 37.9650 -0.36
C 53.3960 50.3500 39.3410 -0.12
O 54.1200 49.3010 38.7040 -0.16
H 52.7200 50.0230 40.0200 0.02
H 52.5640 51.0290 38.7180 0.14
H 53.8950 51.2290 39.7080 0.06
H 54.9940 49.5430 38.3640 0.08
C 54.0990 42.2600 38.9660 -0.20
O 55.3940 42.3590 39.5120 -0.26
H 54.0140 41.5130 38.1080 0.09
H 53.7130 43.4080 38.4750 0.17
H 53.3100 41.9770 39.6950 0.08
H 55.5310 41.6890 40.3700 0.21
C 54.6050 49.3730 34.1890 -0.06
C 54.4510 50.2110 33.1520 -0.04
C 53.3590 51.1610 33.1660 -0.23
C 52.3590 51.1260 34.1710 0.03
C 52.4870 50.1530 35.2220 0.06
C 53.6230 49.2430 35.2030 -0.26
O 53.7010 48.3410 36.2030 -0.07
O 53.0660 51.9210 31.9760 0.01
H 55.5350 48.8830 34.1430 0.10
H 55.0840 50.0730 32.2240 0.14
H 51.4780 51.6750 34.0850 0.09
H 51.9710 50.2420 35.9060 -0.03
H 54.5180 47.5850 36.1570 0.13
H 53.8090 52.1180 31.5000 0.03
C 55.8330 43.6970 34.1180 0.02
C 56.4180 42.6430 33.3450 -0.02
C 56.2410 42.5100 32.0210 -0.36
C 55.5040 43.4460 31.3190 -0.04
C 54.8310 44.4520 31.9850 0.00
C 55.0060 44.5560 33.4070 -0.31
O 54.3810 45.6210 33.9800 0.04
O 56.8160 41.5060 31.3150 0.08
H 56.0290 43.9550 35.1030 0.07
H 57.1620 42.0100 33.7220 0.10
H 55.3160 43.4830 30.2780 0.10
H 54.1590 45.2780 31.2980 0.19
H 54.5130 45.6510 34.9030 0.02
H 56.5990 41.3240 30.4560 0.06
C 59.0680 47.6720 42.2070 0.04
C 60.2800 48.3330 42.7200 -0.03
C 61.1890 48.9040 41.9300 -0.33
C 61.0230 48.9480 40.4920 0.01
C 59.9330 48.3320 39.8930 0.00
C 58.9140 47.7740 40.7810 -0.22
O 57.8510 47.0670 40.2130 0.06
O 62.2950 49.5680 42.3690 0.10
H 58.2550 47.3910 42.6930 0.05
H 60.4490 48.1140 43.7340 0.09
H 61.9000 49.4800 40.0170 0.14
H 60.0020 48.1700 38.8330 0.08
H 57.6650 47.2140 39.4020 -0.08
H 62.4890 49.5270 43.1940 0.00
C 52.4530 47.9450 42.1490 -0.02
C 52.4080 49.0040 43.0300 -0.01
C 53.5830 49.7290 43.2750 -0.29
C 54.7830 49.5370 42.6320 -0.01
C 54.8160 48.3840 41.8200 -0.01
C 53.6480 47.6400 41.5730 -0.31
O 53.6350 46.4820 40.7580 -0.02
O 53.5330 50.8100 44.2360 -0.01
H 51.5680 47.3230 41.9810 0.13
H 51.6090 49.1510 43.5460 0.05
H 55.6930 50.2290 43.1990 0.20
H 55.7680 47.9330 41.5030 0.11
H 54.4850 46.5520 40.2750 0.03
H 52.8520 50.6740 44.8850 0.08
C 57.4310 50.9280 38.4120 -0.04
C 56.6360 52.0260 38.4940 -0.05
C 55.9310 52.5530 37.3390 -0.40
C 56.1490 51.9540 36.0760 0.02
C 56.9280 50.7320 35.9840 0.04
C 57.4770 50.1450 37.2140 -0.35
O 58.3370 49.1350 37.0930 -0.07
O 55.1950 53.6090 37.3770 0.04
H 57.9250 50.7240 39.4010 0.13
H 56.4430 52.3800 39.5230 0.12
H 55.8050 52.3860 35.2480 0.06
H 57.1670 50.3540 34.9860 0.11
H 57.8320 48.1180 37.2770 0.12
H 54.4720 53.4510 38.0960 0.17
C 62.3100 47.0460 35.4030 0.01
C 61.3010 46.7700 36.3510 0.01
C 60.3550 45.7780 36.1340 -0.35
C 60.3250 45.0480 34.9700 0.01
C 61.3850 45.2930 34.0380 -0.01
C 62.3080 46.3080 34.2030 -0.32
O 63.3690 46.4930 33.3270 -0.01
O 59.4540 45.4590 37.1280 -0.02
H 63.0370 47.7660 35.5290 0.09
H 61.4110 47.3900 37.3140 0.13
H 59.5490 44.3680 34.9160 0.09
H 61.2970 44.7560 33.1130 0.10
H 63.7310 45.6750 32.8420 0.15
H 58.6950 46.1280 37.2220 0.08



Record 4
100
Properties=species:S:1:pos:R:3:lowdin_charge:R:1 method="wB97M-V/def2-TZVPD" spin_multiplicity=3 s2=2.011 total_energy_ev=-128305.525
Ti -0.3825 -0.6910 0.0946 -0.47
S -2.4083 -1.3448 1.1347 0.58
C -2.8581 -2.7215 0.1345 -0.66
C -4.1756 -3.1848 0.1464 -0.06
C -4.5709 -4.2763 -0.6089 -0.20
C -5.9446 -4.7126 -0.5650 -0.18
N -7.0437 -5.0453 -0.5131 0.16
C -3.6269 -4.9395 -1.4050 -0.19
C -2.3163 -4.4921 -1.4174 -0.06
C -1.9096 -3.3890 -0.6633 -0.65
S -0.2171 -2.8980 -0.6927 0.57
C -3.9962 -6.0793 -2.2072 -0.18
N -4.2670 -6.9895 -2.8548 0.16
H -4.9042 -2.6779 0.7660 0.11
H -1.5851 -5.0096 -2.0242 0.11
C 1.6912 1.4678 3.5187 -0.12
N 1.0472 0.8162 2.3775 -0.50
P 1.2834 -0.8027 1.8810 0.88
C 3.0935 -0.9768 2.0810 -0.33
C 3.6813 -1.9373 2.8983 -0.07
C 5.0660 -2.0173 3.0049 -0.07
C 5.8747 -1.1422 2.2986 -0.08
C 5.2984 -0.1922 1.4633 -0.07
C 3.9188 -0.1184 1.3524 -0.13
C 0.5977 -1.8644 3.1910 -0.36
C 0.5905 -3.2445 2.9874 -0.12
C -0.0570 -4.0785 3.8858 -0.07
C -0.7154 -3.5388 4.9844 -0.08
C -0.7279 -2.1662 5.1794 -0.07
C -0.0748 -1.3299 4.2833 -0.09
P -0.2861 1.4418 1.4990 0.93
C -1.3167 2.1902 2.8058 -0.34
C -1.0509 3.4575 3.3264 -0.10
C -1.8352 3.9751 4.3458 -0.08
C -2.8945 3.2331 4.8545 -0.08
C -3.1618 1.9696 4.3490 -0.07
C -2.3775 1.4485 3.3274 -0.10
C 0.3610 2.9229 0.6382 -0.36
C 1.7035 3.0420 0.2989 -0.11
C 2.1355 4.0616 -0.5417 -0.08
C 1.2226 4.9690 -1.0603 -0.08
C -0.1196 4.8676 -0.7168 -0.08
C -0.5465 3.8512 0.1254 -0.11
H 2.3722 0.7677 4.0006 0.08
H 0.9535 1.7926 4.2541 0.07
H 2.2659 2.3410 3.1992 0.08
H 3.0599 -2.6225 3.4582 0.10
H 5.5112 -2.7662 3.6476 0.11
H 6.9516 -1.1963 2.3968 0.11
H 5.9235 0.4889 0.8989 0.11
H 3.4743 0.6186 0.6918 0.05
H 1.0655 -3.6630 2.1076 0.10
H -0.0707 -5.1481 3.7175 0.11
H -1.2269 -4.1901 5.6822 0.10
H -1.2592 -1.7431 6.0232 0.11
H -0.1093 -0.2572 4.4255 0.09
H -0.2288 4.0442 2.9339 0.11
H -1.6197 4.9579 4.7461 0.11
H -3.5123 3.6444 5.6430 0.10
H -3.9850 1.3873 4.7439 0.11
H -2.5963 0.4655 2.9304 0.03
H 2.4176 2.3393 0.7109 0.07
H 3.1868 4.1469 -0.7884 0.11
H 1.5578 5.7555 -1.7246 0.11
H -0.8342 5.5827 -1.1053 0.11
H -1.5929 3.7857 0.4014 0.10
C 3.2702 1.1062 -2.6042 -0.29
Sb 1.8409 -0.1888 -1.6832 1.32
C 3.1016 -1.9184 -1.4909 -0.29
C 0.9162 -0.8003 -3.5546 -0.32
C 0.6932 0.2717 -4.5889 -0.27
C 1.2874 0.0995 -5.8407 -0.05
C 1.0790 0.9843 -6.8874 -0.09
C 0.2455 2.0736 -6.6961 -0.09
C -0.3314 2.2738 -5.4516 -0.05
C -0.1082 1.4091 -4.3777 -0.27
C -0.6917 1.8011 -3.0416 -0.32
Sb -1.8930 0.3607 -1.9375 1.35
C -3.4699 1.7043 -1.4206 -0.29
C -2.8675 -0.5270 -3.6123 -0.27
H 4.0692 1.3573 -1.9044 0.00
H 2.7850 2.0217 -2.9456 0.01
H 3.6833 0.5726 -3.4611 0.02
H 2.9310 -2.5703 -2.3447 0.01
H 2.8589 -2.4600 -0.5790 -0.01
H 4.1457 -1.6075 -1.4607 0.01
H -0.0098 -1.2993 -3.2703 0.00
H 1.5695 -1.5687 -3.9656 0.06
H 1.9168 -0.7701 -5.9976 0.11
H 1.5540 0.8152 -7.8455 0.10
H 0.0516 2.7689 -7.5033 0.10
H -0.9602 3.1429 -5.2929 0.11
H -1.3353 2.6711 -3.1863 0.06
H 0.0939 2.1136 -2.3466 0.02
H -4.0109 1.9955 -2.3206 0.01
H -3.0591 2.5881 -0.9368 -0.02
H -4.1415 1.1994 -0.7278 0.01
H -3.8860 -0.7841 -3.3246 0.01
H -2.3471 -1.4251 -3.9375 0.01
H -2.8813 0.2039 -4.4202 0.02



Record 5
14
Properties=species:S:1:pos:R:3:lowdin_charge:R:1 method="wB97M-V/def2-TZVPD" de_lowest_kcal_mol=87.0 smiles="O=C1ON1CCN=S(=O)=O"
C -0.9735 1.5791 -0.1377 -0.58
C 1.0571 -0.9916 0.1983 -0.20
C 1.3206 0.4535 -0.1940 -0.17
N -0.1828 -1.3284 -0.4947 -0.18
N 0.2681 1.3118 -0.4962 0.09
O -2.5240 -1.3517 -0.9400 -0.26
O -0.2095 2.6179 0.1605 0.19
O -2.1319 1.2736 -0.1847 0.13
O -1.8792 -1.0838 1.4786 -0.25
S -1.5459 -1.2478 0.0962 0.72
H 1.8274 -1.5441 -0.3678 0.12
H 1.1640 -1.2745 1.2201 0.11
H 1.7515 0.8846 0.6965 0.13
H 2.0581 0.7014 -1.0352 0.16



Record 6
5
Properties=species:S:1:pos:R:3:lowdin_charge:R:1 method="wB97M-V/def2-TZVPD" de_lowest_kcal_mol=22.2
O 0.8085 -0.3319 1.2846 -0.53
O 1.1003 -0.4117 -1.3277 -0.47
S 1.5243 -0.7348 0.0120 0.89
Cl -1.2618 1.5813 0.0005 -0.08
Br -2.1713 -0.1028 0.0306 0.18



Record 7
29
Properties=species:S:1:pos:R:3:lowdin_charge:R:1 method="wB97M-V/def2-TZVPD" de_lowest_kcal_mol=18.6
C 3.1681 -1.4722 1.6680 -0.10
C -1.8412 -1.3194 0.6852 0.00
C 3.0843 -0.9182 0.4835 -0.74
C -0.7957 -0.5434 0.2836 -0.42
C -1.2431 1.7149 -0.5586 -0.39
C 1.2692 -2.5915 -0.5449 -0.19
C 2.3747 -1.5517 -0.8597 -0.49
C -0.5784 1.9553 -1.8769 -0.03
C -3.2298 2.2965 0.6993 -0.13
C -0.6140 0.9158 0.4837 -0.18
N 1.5057 -0.5584 -1.5550 -0.35
N -2.3733 2.2757 -0.4244 0.03
S 0.0301 -1.2648 -1.2770 1.06
I 4.0652 0.9200 0.1498 0.81
H 3.4982 -0.8059 2.4860 0.05
H 2.8528 -2.4320 1.8967 0.03
H -2.0243 -2.3899 0.3967 0.07
H -2.5229 -1.0756 1.4851 0.05
H 1.3494 -3.4393 -1.1739 0.06
H 1.1737 -3.0910 0.4223 0.08
H 3.1894 -1.9853 -1.3887 0.10
H -0.6124 1.0869 -2.4256 0.02
H -1.1159 2.8382 -2.3304 0.11
H 0.4159 2.2461 -1.6844 0.06
H -2.9033 1.8281 1.5801 0.04
H -4.1462 1.7345 0.5025 0.09
H -3.4576 3.3293 0.8278 0.07
H -1.0780 1.2210 1.4561 0.12
H 0.5594 1.0763 0.5932 0.15



Record 8
16
Properties=species:S:1:pos:R:3:lowdin_charge:R:1 method="wB97M-V/def2-TZVPD" de_lowest_kcal_mol=0.0 spin_multiplicity=4 s2=3.806 total_charge=+2
O 0.5202 0.7195 -0.0465 -0.28
O -0.5966 1.3954 -1.8609 0.21
C 0.2992 0.7788 -1.3904 -0.13
O -1.7237 -1.5381 -0.5290 -0.44
C -2.5958 -1.9622 -1.5238 -0.15
C 1.8715 1.0345 0.4624 -0.14
C 1.8384 0.9228 1.9637 -0.05
H -3.5705 -1.4493 -1.5830 0.10
H -2.1099 -1.7494 -2.4944 0.11
H -2.7909 -3.0433 -1.4150 0.11
H 2.5506 0.3078 0.0032 0.16
H 2.0942 2.0514 0.1225 0.16
H 1.5512 -0.0867 2.2982 0.09
H 2.8502 1.1135 2.3432 0.13
H 1.1737 1.6739 2.4144 0.10
Pr -1.3619 -0.1685 1.2353 2.01



Record 9
22
Properties=species:S:1:pos:R:3:lowdin_charge:R:1 method="wB97M-V/def2-TZVPD" de_lowest_kcal_mol=135.5
C -4.1720 0.1478 0.0143 -0.12
C -3.5407 0.7367 -1.0959 -0.11
C -3.6436 -0.9318 0.6434 -0.12
C -2.1733 0.4866 -1.2574 -0.15
C -2.2733 -1.1702 0.4947 -0.16
C -1.5976 -0.4849 -0.4624 -0.06
C 2.6078 0.0132 -0.4208 -0.62
C 2.9153 -0.3226 0.7898 -0.42
C 2.9233 0.9515 -1.4243 -0.12
C 3.6469 -0.2567 2.0787 -0.09
P 1.5165 -1.3911 0.0087 0.92
H -5.2593 0.2933 -0.0331 0.10
H -4.0660 1.4474 -1.8287 0.13
H -4.1427 -1.5906 1.3032 0.09
H -1.6391 1.1807 -2.0335 0.12
H -1.9236 -1.9616 1.2783 0.13
H 3.0838 0.4603 -2.4471 0.11
H 3.8593 1.4179 -1.1777 0.07
H 2.0616 1.6684 -1.5509 0.10
H 3.4444 -1.0730 2.6769 0.03
H 3.5030 0.6398 2.5083 0.02
H 4.8696 -0.2611 1.9352 0.14



Record 10
15
Properties=species:S:1:pos:R:3:lowdin_charge:R:1 method="wB97M-V/def2-TZVPD" de_lowest_kcal_mol=0.0 spin_multiplicity=3 s2=2.013
C 0.9754 0.1817 -1.5506 -0.45
C -0.8487 0.9326 0.2232 -0.19
C -0.4551 0.9629 1.6999 -0.53
C -0.0921 -0.1717 -0.6492 -0.25
N -0.2452 -1.4526 -0.3461 0.11
O 1.6077 -0.9968 -2.0720 0.02
O 1.2326 1.2644 -2.0791 0.05
S -0.9057 -0.2849 2.8636 0.66
H -1.8762 0.6994 0.1010 0.08
H -0.4972 1.9822 -0.2384 0.16
H 0.5696 1.3593 1.8281 0.06
H 0.2371 -2.1091 -1.0050 0.12
H 1.9372 -0.8067 -2.9432 0.09
H -1.1883 -1.8407 0.0696 0.17
H -0.4513 0.2802 4.0981 -0.09



Record 11
76
Properties=species:S:1:pos:R:3:lowdin_charge:R:1 method="wB97M-V/def2-TZVPD" de_lowest_kcal_mol=30.4 spin_multiplicity=4 s2=3.810 total_charge=+1
C -0.3900 3.0902 -0.1842 -0.33
C -1.3369 2.5666 -1.1390 -0.33
C -0.7364 2.6536 -2.4447 -0.32
C 0.5996 3.1683 -2.2947 -0.33
C 0.8074 3.4552 -0.8984 -0.35
Re 0.4131 1.4219 -1.1607 1.53
C 1.4268 -1.7152 -1.2252 -0.50
C 1.2981 -0.9223 0.0234 -0.03
H 0.7667 -1.4165 0.8344 0.11
C 1.7326 0.3913 0.2586 -0.17
H 2.7417 0.7255 0.0217 0.09
H 1.3862 0.7939 1.2111 0.06
C 1.7502 -3.2296 -1.0517 0.00
H 1.0001 -3.7537 -0.4437 0.07
H 1.8036 -3.7072 -2.0417 0.11
H 2.7258 -3.3498 -0.5736 0.09
C 2.6271 -1.1376 -2.0274 -0.02
H 2.6555 -0.0495 -1.9316 0.05
H 3.5692 -1.5496 -1.6559 0.10
H 2.5111 -1.3799 -3.0851 0.10
C -2.7027 2.0522 -0.8229 0.01
H -2.6958 1.4733 0.1093 0.08
H -3.4123 2.8815 -0.6976 0.11
H -3.0699 1.4087 -1.6290 0.09
C -1.4346 2.3441 -3.7242 -0.02
H -2.0440 1.4398 -3.6303 0.09
H -2.1017 3.1649 -4.0176 0.11
H -0.7176 2.1885 -4.5311 0.07
C 1.5782 3.4279 -3.3871 0.00
H 1.4150 2.7580 -4.2330 0.07
H 1.4939 4.4566 -3.7564 0.11
H 2.6016 3.2879 -3.0310 0.09
C 2.0441 4.0451 -0.3133 -0.01
H 2.9353 3.5876 -0.7523 0.08
H 2.1003 5.1230 -0.5107 0.10
H 2.0723 3.8940 0.7682 0.08
C -0.6455 3.2452 1.2768 -0.01
H 0.2969 3.3392 1.8264 0.08
H -1.2546 4.1389 1.4817 0.11
H -1.1855 2.3756 1.6716 0.07
C 0.2086 -0.1857 -2.6548 -0.24
C 0.1830 -1.4652 -1.9461 -0.35
C 0.2636 -0.2147 -4.0518 -0.13
C -0.5216 -2.5666 -2.6224 -0.03
H -0.5973 -0.7076 -1.3658 0.17
C -0.0933 -1.3913 -4.7039 -0.08
H 0.6186 0.6713 -4.6028 0.09
C -0.6186 -2.5019 -3.9982 -0.06
H -0.8728 -3.4102 -2.0222 0.09
H 0.0108 -1.4156 -5.7961 0.11
H -1.0645 -3.3452 -4.5444 0.12
C -0.9033 1.3756 5.1276 -0.09
C 0.1583 0.7572 4.2584 -0.28
O -0.3532 0.1671 3.0180 -0.39
P -1.7997 -0.6655 2.9200 0.89
O -1.7676 -1.5391 4.2843 -0.36
C -0.6740 -2.2895 4.9240 -0.24
C 0.4364 -2.7507 4.0284 -0.08
O -1.4106 -1.8128 1.7749 -0.38
C -2.1771 -3.0425 1.7016 -0.29
C -1.4076 -3.9873 0.8200 -0.07
H -1.4892 2.1163 4.5757 0.08
H -0.4020 1.8876 5.9529 0.09
H -1.5683 0.6173 5.5517 0.07
H 0.8811 1.5147 3.9267 0.11
H 0.7245 -0.0183 4.7936 0.10
H -0.2902 -1.6623 5.7373 0.11
H -1.1778 -3.1504 5.3759 0.12
H 0.9431 -1.9153 3.5322 0.07
H 1.1776 -3.2531 4.6618 0.09
H 0.0919 -3.4872 3.2944 0.06
H -2.3082 -3.4716 2.7071 0.11
H -3.1675 -2.8298 1.2752 0.12
H -0.4146 -4.2099 1.2288 0.07
H -1.9565 -4.9304 0.7346 0.09
H -1.2864 -3.5747 -0.1857 0.04